Molecular formula: C2HF3S2
Method: DFT, the ωB97M-V functional and the def2-TZVPD basis

```
8
Properties=species:S:1:pos:R:3:mulliken_charge:R:1
F -0.235 -1.494 -0.211 -0.185
C 0.898 -0.799 -0.076 0.575
F 1.933 -1.570 0.153 -0.215
C 0.859 0.541 -0.158 0.102
F 1.938 1.276 -0.040 -0.227
S -0.768 1.456 -0.606 -0.066
S -2.044 0.745 0.793 -0.130
H -2.581 -0.156 0.145 0.146
```

SMILES string = FC(F)=C(F)SS
Spin multiplicity = 1
HOMO = -0.3455 hartree
LUMO level = 0.0097 Eh
ΔE to the lowest compared entry with this formula, charge and spin = 0.000 eV
Electronic energy = -1172.7206 Ha



Molecular formula: C5H8O2
Method: DFT, the ωB97M-V functional and the def2-TZVPD basis

```
15
Properties=species:S:1:pos:R:3:mulliken_charge:R:1
O 1.038 -0.909 1.423 -0.462
C 0.045 0.072 1.592 -0.659
C -0.578 0.313 0.254 0.441
C -0.795 -0.900 -0.751 -0.671
C -0.210 -0.277 -1.923 0.316
O -0.037 -0.300 -3.082 -0.422
C 0.518 1.129 -0.391 -1.331
H 1.576 -0.934 2.222 0.310
H -0.612 -0.160 2.447 0.304
H 0.812 1.439 0.799 0.364
H -1.493 0.904 0.353 0.381
H -0.154 -1.729 -0.415 0.288
H -1.822 -1.241 -0.916 0.327
H 1.429 0.575 -0.637 0.386
H 0.283 2.017 -0.976 0.427
```

Spin multiplicity = 1
HOMO (alpha / beta) = -0.2331 / -0.2814 hartree
LUMO level (alpha / beta) = 0.0150 / 0.0233 Eh
ΔE to the lowest compared entry with this formula, charge and spin = 6.035 eV
Electronic energy = -345.5832 Ha



Molecular formula: C19H37Cl3O16
Method: DFT, the ωB97M-V functional and the def2-TZVPD basis

```
75
Properties=species:S:1:pos:R:3:mulliken_charge:R:1
C -4.490 5.203 9.155 -0.539
O -4.722 4.726 10.507 -0.319
C -4.554 3.394 10.875 0.754
O -4.812 2.968 11.960 -0.522
O -3.976 2.699 9.877 -0.325
C -3.583 1.354 10.097 -0.649
H -4.502 6.293 9.142 0.245
H -5.167 4.720 8.451 0.271
H -3.457 4.939 8.930 0.251
H -2.654 1.180 10.639 0.274
H -3.461 0.919 9.105 0.252
H -4.365 0.800 10.617 0.307
C -1.604 11.091 6.560 -0.605
O -2.352 11.661 7.673 -0.349
C -1.691 11.745 8.899 0.810
O -0.617 11.208 9.081 -0.579
O -2.329 12.426 9.787 -0.301
C -3.539 13.168 9.470 -0.609
H -2.147 11.346 5.650 0.219
H -1.687 10.032 6.804 0.267
H -0.543 11.340 6.538 0.306
H -4.208 12.639 8.791 0.284
H -3.361 14.104 8.941 0.295
H -4.037 13.457 10.396 0.263
C -10.000 12.030 9.477 -0.652
O -10.574 10.973 10.229 -0.294
C -9.845 10.182 10.938 0.868
O -8.658 10.301 11.261 -0.622
O -10.514 9.181 11.359 -0.339
C -10.002 8.327 12.444 -0.590
H -10.788 12.622 9.011 0.237
H -9.321 11.687 8.696 0.302
H -9.339 12.680 10.051 0.300
H -9.186 7.704 12.079 0.257
H -10.821 7.749 12.874 0.228
H -9.766 9.042 13.231 0.304
C 2.250 0.482 13.584 -0.666
O 1.635 1.261 12.596 -0.289
C 1.987 2.555 12.500 0.771
O 2.873 3.113 13.192 -0.577
O 1.162 3.064 11.560 -0.262
C 1.144 4.457 11.352 -0.653
H 2.097 -0.582 13.401 0.220
H 1.758 0.718 14.528 0.297
H 3.300 0.747 13.702 0.318
H 0.569 4.905 12.162 0.302
H 0.648 4.635 10.398 0.219
H 2.137 4.902 11.279 0.320
C -4.968 8.829 20.703 -0.638
O -4.257 9.057 19.509 -0.291
C -4.841 9.227 18.302 0.775
O -6.055 9.210 18.044 -0.586
O -3.870 9.248 17.356 -0.283
C -4.117 9.494 16.015 -0.653
H -4.321 8.258 21.370 0.235
H -5.934 8.351 20.542 0.327
H -5.206 9.737 21.256 0.267
H -4.569 10.426 15.676 0.292
H -4.834 8.740 15.693 0.304
H -3.201 9.302 15.457 0.252
Cl -11.364 5.729 19.934 -0.089
C -11.418 4.843 21.458 0.031
Cl -10.907 5.931 22.781 -0.125
Cl -10.167 3.510 21.540 -0.124
H -12.407 4.483 21.739 0.306
C -8.955 13.775 22.210 -1.033
C -8.006 14.303 23.205 0.787
C -8.570 14.839 24.503 -1.006
O -6.791 14.249 23.103 -0.556
H -9.481 12.876 22.532 0.300
H -8.346 13.489 21.353 0.288
H -9.674 14.556 21.961 0.311
H -9.069 15.804 24.416 0.309
H -7.684 15.061 25.097 0.301
H -9.197 14.119 25.029 0.300
```

SMILES string = COC(=O)OC.COC(=O)OC.COC(=O)OC.COC(=O)OC.COC(=O)OC.ClC(Cl)Cl.CC(C)=O
Spin multiplicity = 1
HOMO = -0.3561 hartree
LUMO level = 0.0120 Eh
ΔE to the lowest compared entry with this formula, charge and spin = 1.577 eV
Electronic energy = -3330.4923 Ha



Molecular formula: C48H72O36
Method: DFT, the ωB97M-V functional and the def2-TZVPD basis

```
156
Properties=species:S:1:pos:R:3:mulliken_charge:R:1
C 0.150 1.414 7.727 -1.523
C -0.140 0.089 7.079 0.542
C -1.349 -0.606 7.674 -0.612
O -1.989 -1.188 6.497 -0.358
C -1.634 -0.509 5.421 0.235
O -2.142 -0.587 4.372 -0.151
O -0.597 0.301 5.682 -0.227
H 0.844 2.062 7.198 0.320
H 0.569 1.220 8.705 0.432
H -0.714 2.074 7.873 0.364
H 0.763 -0.520 7.043 0.258
H -1.984 0.145 8.142 0.327
H -1.096 -1.360 8.406 0.339
C 1.881 -8.183 -2.667 -1.279
C 2.582 -7.007 -3.236 0.535
C 1.896 -6.295 -4.395 -0.623
O 2.039 -4.892 -4.089 -0.193
C 2.362 -4.736 -2.817 0.480
O 2.492 -3.701 -2.231 -0.445
O 2.718 -5.940 -2.244 -0.336
H 2.495 -8.658 -1.899 0.401
H 1.667 -8.877 -3.476 0.394
H 0.928 -7.881 -2.226 0.123
H 3.618 -7.292 -3.418 0.233
H 0.887 -6.611 -4.591 0.320
H 2.391 -6.518 -5.326 0.319
C 2.754 2.526 2.690 -1.005
C 4.076 3.037 2.424 0.520
C 4.852 3.539 3.683 -0.427
O 6.163 3.012 3.537 -0.380
C 6.177 2.022 2.632 0.490
O 7.068 1.275 2.460 -0.522
O 4.974 1.899 2.038 -0.113
H 2.226 2.327 1.751 -0.255
H 2.155 3.299 3.188 0.438
H 2.736 1.663 3.352 0.388
H 4.146 3.803 1.662 0.259
H 4.377 3.206 4.631 0.220
H 4.918 4.631 3.716 0.343
C 4.833 -1.690 0.332 -1.766
C 4.410 -0.870 -0.831 1.258
C 3.583 0.365 -0.517 1.641
O 4.552 1.401 -0.922 -0.581
C 5.701 0.923 -1.530 0.666
O 6.589 1.541 -1.959 -0.567
O 5.654 -0.406 -1.433 -0.459
H 5.511 -2.468 -0.012 0.426
H 4.111 -2.318 0.862 0.318
H 5.260 -1.085 1.128 0.290
H 3.880 -1.493 -1.531 -0.124
H 3.361 0.467 0.544 0.070
H 2.678 0.402 -1.132 -1.119
C 0.431 -2.037 -0.159 -0.384
C -0.548 -0.920 -0.089 1.502
C -0.728 -0.301 1.326 0.228
O -0.185 1.092 1.186 0.244
C 0.097 1.414 -0.061 -0.136
O 0.428 2.454 -0.406 -0.236
O -0.121 0.316 -0.833 -0.079
H 1.332 -1.772 0.392 0.359
H 0.701 -2.272 -1.194 -0.352
H -0.047 -2.898 0.293 -0.284
H -1.500 -1.147 -0.579 -0.875
H -0.166 -0.868 2.060 0.553
H -1.766 -0.297 1.631 -0.666
C -6.213 -1.687 1.710 -1.565
C -4.959 -1.644 2.511 1.167
C -4.980 -2.631 3.710 -0.549
O -3.768 -3.362 3.595 -0.352
C -3.139 -3.145 2.452 0.245
O -2.148 -3.665 2.055 -0.370
O -3.851 -2.224 1.731 -0.012
H -7.098 -1.282 2.215 0.419
H -6.511 -2.704 1.450 0.429
H -6.062 -1.155 0.786 0.020
H -4.746 -0.610 2.785 -0.055
H -5.855 -3.274 3.641 0.302
H -5.014 -2.115 4.661 0.322
C -0.806 4.789 2.262 -1.221
C -1.852 3.814 2.028 2.361
C -2.361 3.030 3.234 0.207
O -3.627 3.566 3.501 -0.408
C -4.061 4.420 2.511 0.535
O -5.133 4.946 2.437 -0.556
O -3.051 4.592 1.614 -0.344
H 0.013 4.193 2.670 0.024
H -1.061 5.569 2.968 0.441
H -0.529 5.299 1.344 0.119
H -1.574 3.140 1.216 -1.144
H -1.749 3.245 4.101 0.204
H -2.422 1.980 2.995 -0.232
C -0.886 7.122 -2.121 -1.598
C -1.725 5.954 -2.581 0.650
C -1.317 4.534 -2.197 0.261
O -2.575 3.845 -1.966 0.041
C -3.490 4.788 -1.717 0.349
O -4.598 4.559 -1.384 -0.530
O -2.996 6.064 -1.896 -0.417
H 0.088 7.072 -2.600 0.386
H -0.763 7.120 -1.042 0.321
H -1.413 8.038 -2.363 0.414
H -1.899 6.136 -3.646 0.273
H -0.698 4.530 -1.294 -0.149
H -0.749 4.016 -2.956 0.135
C -0.843 -0.598 -4.100 -1.320
C 0.440 -1.335 -4.057 1.844
C 0.965 -1.785 -5.406 -0.454
O 2.336 -1.371 -5.442 -0.434
C 2.631 -0.504 -4.435 0.215
O 3.652 0.049 -4.240 -0.471
O 1.549 -0.440 -3.636 0.421
H -1.080 -0.126 -3.143 -0.271
H -1.663 -1.266 -4.371 0.436
H -0.739 0.111 -4.919 0.474
H 0.386 -2.193 -3.380 -0.783
H 0.454 -1.294 -6.246 0.279
H 0.938 -2.863 -5.532 0.254
C 2.444 3.238 -2.475 -0.674
C 3.527 3.593 -3.470 0.708
C 2.960 3.728 -4.888 -0.222
O 3.390 4.996 -5.367 -0.414
C 4.007 5.708 -4.418 0.592
O 4.404 6.820 -4.479 -0.541
O 3.900 4.990 -3.262 -0.467
H 1.557 3.862 -2.639 0.332
H 2.721 3.495 -1.461 0.094
H 2.082 2.199 -2.547 -0.282
H 4.386 2.924 -3.452 0.220
H 1.871 3.767 -4.776 0.150
H 3.240 2.944 -5.565 0.342
C -1.420 -5.333 -1.079 -1.185
C -0.826 -5.829 0.236 1.007
C -1.835 -6.613 1.073 -0.170
O -1.079 -7.679 1.641 -0.399
C 0.101 -7.848 0.963 0.469
O 0.895 -8.702 1.153 -0.522
O 0.210 -6.809 0.064 -0.264
H -1.701 -6.145 -1.744 0.511
H -0.627 -4.828 -1.624 -0.082
H -2.261 -4.649 -0.956 0.360
H -0.452 -4.986 0.811 -0.140
H -2.625 -7.073 0.477 0.320
H -2.248 -6.047 1.904 0.066
C -3.793 1.429 0.051 0.163
C -4.561 0.604 -0.942 -0.321
C -4.310 1.051 -2.391 -0.278
O -4.254 -0.257 -3.102 -0.423
C -3.945 -1.231 -2.197 0.427
O -3.638 -2.316 -2.489 -0.503
O -3.996 -0.727 -0.965 0.233
H -4.135 1.210 1.068 0.251
H -3.925 2.510 -0.087 0.062
H -2.750 1.178 -0.121 -0.414
H -5.614 0.647 -0.684 0.444
H -3.362 1.576 -2.481 0.104
H -5.094 1.640 -2.827 0.373
```

SMILES string = C[C@H]1COC(=O)O1.C[C@H]1COC(=O)O1.C[C@H]1COC(=O)O1.C[C@H]1COC(=O)O1.C[C@H]1COC(=O)O1.C[C@H]1COC(=O)O1.C[C@H]1COC(=O)O1.C[C@H]1COC(=O)O1.C[C@H]1COC(=O)O1.C[C@H]1COC(=O)O1.C[C@H]1COC(=O)O1.C[C@H]1COC(=O)O1
Spin multiplicity = 1
HOMO = -0.3860 hartree
LUMO level = -0.0036 Eh
ΔE to the lowest compared entry with this formula, charge and spin = 2.560 eV
Electronic energy = -4581.0576 Ha



The highest ΔE to the lowest compared entry with this formula, charge and spin belongs to which entry?
C5H8O2



Which of these has the lowest ΔE to the lowest compared entry with this formula, charge and spin?
C2HF3S2



Number 3 is which compound?
C19H37Cl3O16



Which of these has the highest electronic energy?
C5H8O2